C35H59GeN6NaO2 | ωB97M-V/def2-TZVPD

Results
- LUMO energy (hartree) = 0.0101
- largest force on an atom (eV Å⁻¹) = 1.58
- DFT total energy (hartree) = -4087.293653
- HOMO-LUMO gap (hartree) = 0.290
- HOMO level (eV) = -7.614

Last column: Mulliken charge in e.
Element x y z (Å)
Na: 0.1391 1.2152 0.1061  1.080
C: 2.0711 2.5155 2.1743  -0.770
N: 1.5376 3.4782 1.2179  1.067
C: 0.8757 4.6034 1.8814  -1.083
C: -0.5188 4.9098 1.3405  -0.854
C: -1.5306 3.7761 1.5459  -0.815
N: -1.4846 2.7340 0.5277  1.181
C: -2.3390 2.8408 -0.4103  -0.758
C: -2.6551 1.9051 -1.4780  0.722
C: -3.5782 2.3698 -2.4303  -1.149
C: -4.1331 1.5550 -3.3887  -1.065
C: -3.8155 0.1970 -3.3620  -0.939
C: -2.9138 -0.2918 -2.4457  -1.176
C: -2.2337 0.5406 -1.5211  1.131
O: -1.3103 0.0710 -0.7292  -0.961
C: 2.5696 3.9089 0.2843  -1.313
C: 2.0185 4.4207 -1.0470  -1.124
C: 1.0575 3.4193 -1.7085  -0.136
N: 1.5196 2.0744 -1.4593  0.594
C: 2.1565 1.4388 -2.3462  -1.088
C: 2.8344 0.1700 -2.0654  1.051
C: 3.9854 -0.1181 -2.7997  -0.739
C: 4.7829 -1.2077 -2.5030  -0.934
C: 4.4369 -2.0209 -1.4326  -0.702
C: 3.2822 -1.7724 -0.7119  -0.469
C: 2.4352 -0.7062 -1.0311  -0.411
O: 1.2651 -0.5475 -0.3801  0.380
H: 2.8774 2.9408 2.7942  0.366
H: 2.4721 1.6554 1.6304  0.112
H: 1.2691 2.1723 2.8252  -0.045
H: 1.4886 5.5113 1.7919  0.408
H: 0.7782 4.3867 2.9487  0.494
H: -0.4736 5.1706 0.2799  0.082
H: -0.8914 5.7870 1.8775  0.552
H: -2.5339 4.2236 1.5760  0.693
H: -1.3391 3.3154 2.5154  -0.399
H: -3.0063 3.7187 -0.4133  0.140
H: -3.8675 3.4149 -2.3898  0.421
H: -4.8321 1.9479 -4.1145  0.393
H: -4.2894 -0.4837 -4.0593  0.470
H: -2.7054 -1.3530 -2.4165  0.419
H: 3.2079 3.0497 0.0770  0.488
H: 3.2066 4.6926 0.7267  0.452
H: 2.8717 4.5955 -1.7085  0.426
H: 1.5071 5.3773 -0.9155  0.436
H: 0.9747 3.6473 -2.7798  0.628
H: 0.0768 3.5161 -1.2467  -0.468
H: 2.3215 1.8601 -3.3498  0.311
H: 4.2690 0.5485 -3.6073  0.417
H: 5.6707 -1.4095 -3.0874  0.398
H: 5.0645 -2.8627 -1.1674  0.460
H: 3.0021 -2.4094 0.1164  0.384
C: -0.3085 0.8505 5.4091  -0.657
C: 0.7914 -0.0992 4.8431  -0.815
N: 0.6721 -0.3725 3.4181  0.206
C: -0.1892 -1.4808 3.0387  -0.299
C: -1.6772 -1.1237 3.1752  -0.808
N: -2.0029 0.0929 2.4542  0.279
C: -3.0055 0.9376 3.0584  -0.445
C: -2.4428 1.5845 4.3626  -0.947
N: -0.9801 1.6511 4.3907  0.320
H: 0.1752 1.5155 6.1333  0.434
H: -1.0365 0.2646 5.9821  0.374
H: 0.7708 -1.0265 5.4324  0.393
H: 1.7647 0.3669 5.0009  0.387
H: 1.5847 -0.4971 3.0039  0.225
H: 0.0274 -1.7119 1.9942  -0.487
H: 0.0098 -2.3809 3.6418  0.274
H: -1.9004 -0.9628 4.2333  0.442
H: -2.2835 -1.9834 2.8578  0.646
H: -2.1410 -0.0610 1.4616  -0.204
H: -3.9345 0.4065 3.3113  0.545
H: -3.2523 1.7112 2.3304  0.120
H: -2.8008 1.0263 5.2328  0.357
H: -2.8627 2.5917 4.4535  0.447
H: -0.6584 1.3023 3.4890  -0.977
C: 0.0290 -5.8081 -0.3763  -1.064
C: -1.2829 -5.2489 0.1738  -0.577
C: -1.9080 -4.1276 -0.6763  -0.308
C: -1.6475 -2.6897 -0.1883  0.095
Ge: -0.0709 -1.8282 -1.0895  2.464
C: 0.0162 -1.5665 -3.0614  -0.454
C: 0.1896 -2.8728 -3.8492  -1.082
C: 1.6226 -3.4000 -3.8284  0.514
C: 1.7575 -4.7512 -4.5240  -1.523
H: 0.4182 -6.5864 0.2825  0.425
H: 0.7819 -5.0255 -0.4637  0.067
H: -0.1254 -6.2454 -1.3649  0.269
H: -1.1223 -4.8840 1.1922  0.233
H: -1.9978 -6.0722 0.2446  0.410
H: -2.9909 -4.2706 -0.6897  0.419
H: -1.5755 -4.2502 -1.7120  0.052
H: -1.4689 -2.6889 0.8877  -0.169
H: -2.5191 -2.0606 -0.3657  0.341
H: 0.9753 -2.9743 -0.8342  -1.213
H: 0.8722 -0.9160 -3.2465  -0.086
H: -0.8670 -1.0293 -3.3959  0.788
H: -0.1053 -2.7024 -4.8895  0.489
H: -0.4801 -3.6464 -3.4597  0.135
H: 1.9579 -3.4910 -2.7938  -0.149
H: 2.2763 -2.6671 -4.3111  0.315
H: 1.1410 -5.5030 -4.0265  0.257
H: 2.7923 -5.0969 -4.5074  0.431
H: 1.4378 -4.6902 -5.5667  0.348

Forces on atoms 1 to 2 (eV/Å):
Na 0.7120 0.7282 1.2047
C 0.0072 0.1475 -0.0835


C35H60BN8RuSTe | ωB97M-V/def2-TZVPD

Results
- expectation value of S² = 0.785
- charge = +2
- LUMO energy (spin up / spin down) (hartree) = -0.1833 / -0.2489
- largest force on an atom (eV Å⁻¹) = 0.31
- relative energy (zero: lowest compared OMol25 entry of this formula, charge and spin) (kcal per mole) = 0.00
- DFT total energy (hartree) = -2593.268266
- HOMO-LUMO gap (spin up / spin down) (hartree) = 0.288 / 0.224
- HOMO level (spin up / spin down) (eV) = -12.816 / -12.861
- multiplicity = 2

Last column: Löwdin spin population.
Element x y z (Å)
Ru: 0.8038 0.0089 0.4861  0.312
C: 1.7166 3.7770 -0.1599  0.001
C: 0.6452 3.3549 -1.1662  0.024
C: 0.2187 4.5644 -1.9968  0.002
C: -0.5363 2.7076 -0.4951  -0.001
C: -1.7732 3.3223 -0.3115  0.000
C: -2.5608 2.4243 0.3848  0.000
C: -3.9665 2.6327 0.8677  0.000
C: -4.8905 2.9786 -0.3019  0.000
C: -3.9917 3.7390 1.9266  0.000
N: -1.8255 1.3169 0.5868  0.000
N: -0.5801 1.4756 0.0457  -0.004
B: -2.1948 0.0093 1.3232  -0.001
N: -1.8763 -1.1620 0.3495  0.000
N: -0.5668 -1.4475 0.1046  -0.006
C: -0.5013 -2.6689 -0.4329  0.002
C: -1.8040 -3.1338 -0.6308  0.002
C: -2.6489 -2.1665 -0.1134  0.005
C: -4.1548 -2.2087 -0.1093  0.001
C: -4.7577 -0.9779 -0.7888  0.000
C: -4.7893 -2.4637 1.2584  0.000
C: 0.7522 -3.4841 -0.6078  0.001
C: 1.8350 -3.1150 0.4015  -0.003
C: 1.2643 -3.5389 -2.0474  0.018
N: -1.2957 -0.0814 2.5907  -0.002
N: 0.0252 0.0706 2.3438  0.007
C: 0.6832 0.2126 3.4904  0.010
C: -0.2405 0.1250 4.5303  0.003
C: -1.4811 -0.0535 3.9330  0.013
C: -2.7765 -0.2656 4.6641  0.002
C: -3.9019 0.7011 4.2966  0.001
C: -3.2124 -1.7288 4.5537  0.001
C: 2.1613 0.4700 3.4812  0.001
C: 2.7202 0.4864 2.0563  0.000
C: 2.9159 -0.5529 4.3330  0.001
H: 2.5599 4.2352 -0.6778  0.000
H: 2.0998 2.9349 0.4134  0.000
H: 1.3113 4.5077 0.5423  0.000
H: 1.0874 2.6328 -1.8569  0.024
H: -0.1478 5.3721 -1.3615  0.001
H: -0.5659 4.3179 -2.7145  0.000
H: 1.0759 4.9492 -2.5486  0.000
H: -2.0550 4.3112 -0.6270  0.000
H: -4.3191 1.7102 1.3283  0.000
H: -4.5851 3.9130 -0.7760  0.000
H: -5.9146 3.1045 0.0497  0.000
H: -4.8883 2.1932 -1.0612  0.000
H: -3.6942 4.6951 1.4927  0.000
H: -3.3110 3.5182 2.7491  0.000
H: -4.9969 3.8519 2.3328  0.000
H: -3.3389 -0.0199 1.6055  0.000
H: -2.0956 -4.0934 -1.0261  0.000
H: -4.3925 -3.0746 -0.7331  0.000
H: -4.5386 -0.0668 -0.2312  0.000
H: -5.8415 -1.0758 -0.8573  0.000
H: -4.3658 -0.8615 -1.8025  0.000
H: -4.7414 -1.5839 1.8979  0.000
H: -4.3040 -3.2931 1.7728  0.000
H: -5.8406 -2.7202 1.1271  0.000
H: 0.4326 -4.5009 -0.3617  0.000
H: 2.2860 -2.1441 0.1742  0.000
H: 2.6418 -3.8486 0.3759  0.000
H: 1.4360 -3.0939 1.4177  0.000
H: 1.6171 -2.5663 -2.3950  0.023
H: 0.4812 -3.8833 -2.7260  0.000
H: 2.0985 -4.2372 -2.1245  0.000
H: -0.0519 0.1915 5.5884  0.000
H: -2.5237 -0.0740 5.7097  0.000
H: -4.3421 0.4697 3.3275  0.000
H: -3.5547 1.7347 4.2830  0.000
H: -4.6958 0.6257 5.0396  0.000
H: -3.3817 -2.0055 3.5129  0.000
H: -4.1404 -1.8898 5.1029  0.000
H: -2.4540 -2.3973 4.9616  0.000
H: 2.3211 1.4627 3.9127  0.001
H: 2.7504 -0.5263 1.6222  0.000
H: 3.7543 0.8323 2.0185  0.000
H: 2.1959 1.2422 1.4067  -0.001
H: 2.7813 -1.5604 3.9335  0.000
H: 2.5522 -0.5481 5.3594  0.000
H: 3.9822 -0.3286 4.3525  0.000
Te: 2.0545 0.1817 -1.7726  0.475
C: 4.0268 0.2311 -1.0738  0.047
C: 4.8334 -0.8175 -0.7279  0.013
C: 6.1254 -0.3958 -0.3087  0.001
C: 6.2718 0.9560 -0.3461  0.007
S: 4.8506 1.7282 -0.9018  0.011
H: 4.5344 -1.8544 -0.7841  0.001
H: 6.9105 -1.0715 -0.0033  0.000
H: 7.1407 1.5387 -0.0852  0.001
N: -2.5183 0.1949 -5.3519  0.000
C: -3.0977 0.4648 -3.9846  0.000
C: -1.9559 0.6563 -2.9926  0.000
N: -0.9985 -0.4296 -2.9916  0.001
C: -0.4987 -0.7511 -4.3119  0.002
C: -1.5962 -0.9998 -5.3398  0.000
H: -1.9950 1.0170 -5.6635  0.000
H: -3.2676 0.0545 -6.0305  0.000
H: -3.7068 -0.4053 -3.7410  0.000
H: -3.7373 1.3429 -4.0617  0.000
H: -2.3782 0.7805 -1.9948  0.000
H: -1.4316 1.5913 -3.2268  0.000
H: -1.3250 -1.2419 -2.4776  0.000
H: 0.1419 -1.6312 -4.2648  0.001
H: 0.1345 0.0751 -4.6586  0.000
H: -2.2133 -1.8587 -5.0772  0.000
H: -1.2066 -1.1273 -6.3484  0.000

Forces on atoms 1 to 2 (eV/Å):
Ru 0.1904 0.1922 0.1456
C -0.0185 0.0289 0.0048


Which of these has the highest largest force on an atom?
C35H59GeN6NaO2